ORCA calculation (ωB97M-V with the def2-TZVPD basis set) on a 6-piece molecular cluster, C26H62N2O10 overall at a distorted geometry.

Each atom is followed by the atoms it is bonded to, with distances in Å.
Geometry (Å):
1 O -2.2802 9.1230 -3.0379  C26 1.419, H90 0.960
2 O -4.2974 -2.7336 4.9000  C16 1.506, H88 0.960
3 O -2.0681 10.1538 -0.0841  C13 1.463, H70 0.960
4 O -1.8581 -5.4022 -0.2139  C20 1.408, H61 0.960
5 O -6.3870 -1.8937 0.7253  C25 1.438, H76 0.960
6 O -2.4634 3.8408 -4.0948  N12 1.398, H43 0.960
7 O -5.0795 0.0094 5.5368  C15 1.443, H67 0.960
8 O -6.8607 -1.6128 -2.1241  C32 1.437, H92 0.960
9 O -0.3737 -7.7100 -0.6426  C22 1.356, H85 0.960
10 O 5.1148 -3.9405 1.4008  N11 1.414, H47 0.960
11 N 5.5189 -3.1774 2.5207  O10 1.414, C27 1.563, C28 1.520
12 N -1.3308 3.0690 -3.8185  O6 1.398, C17 1.462, C31 1.547
13 C -3.3004 9.6736 -0.7099  O3 1.463, C26 1.553, H66 1.090, H71 1.090
14 C 3.4510 -3.4794 3.7012  C28 1.558, H58 1.090, H62 1.090, H89 1.090
15 C -3.8522 -0.6048 5.9817  O7 1.443, C16 1.570, H46 1.090, H63 1.090
16 C -3.3155 -1.5921 4.8856  O2 1.506, C15 1.570, H40 1.090, H78 1.090
17 C -0.9303 2.1602 -4.8915  N12 1.462, C30 1.484, C34 1.594, C37 1.570
18 C 6.2294 -0.9115 4.1616  C21 1.539, C24 1.465, H95 1.090, H99 1.090
19 C 3.6538 -1.3133 2.2138  C28 1.553, H55 1.090, H73 1.090, H94 1.090
20 C -0.8743 -5.4488 -1.2199  O4 1.408, C22 1.509, H86 1.090, H96 1.090
21 C 7.3250 -1.9025 3.7296  C18 1.539, C27 1.555, H64 1.090, H84 1.090
22 C 0.1683 -6.5013 -0.9343  O9 1.356, C20 1.509, H48 1.090, H69 1.090
23 C 0.4640 0.8917 -3.1462  C33 1.463, C34 1.482, H41 1.090, H45 1.090
24 C 4.9142 -1.5303 4.3404  C18 1.465, C28 1.597, H87 1.090, H91 1.090
25 C -6.8681 -2.9589 -0.1132  O5 1.438, C32 1.584, H49 1.090, H74 1.090
26 C -3.1812 9.8794 -2.2445  O1 1.419, C13 1.553, H44 1.090, H59 1.090
27 C 6.9771 -2.6290 2.3992  N11 1.563, C21 1.555, C29 1.550, C35 1.617
28 C 4.3663 -2.3726 3.0987  N11 1.520, C14 1.558, C19 1.553, C24 1.597
29 C 7.1980 -1.7078 1.1720  C27 1.550, H51 1.090, H56 1.090, H81 1.090
30 C -1.9754 1.1655 -5.2395  C17 1.484, H50 1.090, H65 1.090, H68 1.090
31 C -1.0550 2.7538 -2.3295  N12 1.547, C33 1.584, C36 1.548, C38 1.576
32 C -7.7614 -2.3127 -1.2498  O8 1.437, C25 1.584, H52 1.090, H98 1.090
33 C 0.2982 1.9498 -2.1492  C23 1.463, C31 1.584, H54 1.090, H97 1.090
34 C 0.4773 1.5335 -4.4821  C17 1.594, C23 1.482, H53 1.090, H77 1.090
35 C 8.0862 -3.8056 2.3914  C27 1.617, H39 1.090, H57 1.090, H82 1.090
36 C -2.1982 1.9068 -1.7210  C31 1.548, H72 1.090, H80 1.090, H100 1.090
37 C -0.6548 3.0089 -6.1833  C17 1.570, H75 1.090, H83 1.090, H93 1.090
38 C -0.8850 4.0634 -1.4695  C31 1.576, H42 1.090, H60 1.090, H79 1.090
39 H 7.9297 -4.3844 1.4811  C35 1.090
40 H -2.3065 -1.9906 4.9915  C16 1.090
41 H 1.5045 0.5830 -3.0450  C23 1.090
42 H -1.3984 4.9038 -1.9367  C38 1.090
43 H -2.0678 4.6228 -4.4867  O6 0.960
44 H -4.2235 9.9205 -2.5608  C26 1.090
45 H -0.1486 -0.0089 -3.1036  C23 1.090
46 H -4.0343 -0.9760 6.9902  C15 1.090
47 H 4.8019 -3.2712 0.7880  O10 0.960
48 H 0.8022 -6.1526 -0.1190  C22 1.090
49 H -7.4837 -3.4606 0.6334  C25 1.090
50 H -2.8088 1.7591 -5.6153  C30 1.090
51 H 7.1858 -2.3279 0.2757  C29 1.090
52 H -8.5960 -1.6850 -0.9375  C32 1.090
53 H 0.6256 0.6563 -5.1119  C34 1.090
54 H 1.2029 2.5578 -2.1378  C33 1.090
55 H 4.1697 -1.0906 1.2798  C19 1.090
56 H 6.3958 -0.9813 1.0418  C29 1.090
57 H 7.9081 -4.5279 3.1881  C35 1.090
58 H 2.7300 -3.8093 2.9532  C14 1.090
59 H -2.8768 10.9070 -2.4432  C26 1.090
60 H 0.1232 4.4734 -1.5285  C38 1.090
61 H -2.1914 -6.3022 -0.2363  O4 0.960
62 H 3.9207 -4.2875 4.2619  C14 1.090
63 H -3.1061 0.1889 5.9425  C15 1.090
64 H 8.3602 -1.6368 3.9439  C21 1.090
65 H -1.7028 0.4830 -6.0445  C30 1.090
66 H -3.5818 8.6303 -0.5674  C13 1.090
67 H -5.5890 -0.7689 5.2994  O7 0.960
68 H -2.2726 0.5511 -4.3895  C30 1.090
69 H 0.8670 -6.7793 -1.7234  C22 1.090
70 H -1.7520 9.7339 0.7194  O3 0.960
71 H -4.1280 10.3206 -0.4193  C13 1.090
72 H -3.1249 2.4791 -1.7630  C36 1.090
73 H 3.4368 -0.3912 2.7529  C19 1.090
74 H -6.1263 -3.6569 -0.5013  C25 1.090
75 H -0.4905 2.3992 -7.0717  C37 1.090
76 H -6.1108 -1.1142 0.2377  O5 0.960
77 H 1.4012 2.0879 -4.6463  C34 1.090
78 H -3.3878 -1.1010 3.9152  C16 1.090
79 H -1.1955 3.8900 -0.4392  C38 1.090
80 H -2.1720 0.9483 -2.2393  C36 1.090
81 H 8.0824 -1.0831 1.0463  C29 1.090
82 H 9.1378 -3.5469 2.5150  C35 1.090
83 H -1.4528 3.7395 -6.3157  C37 1.090
84 H 7.3514 -2.7096 4.4617  C21 1.090
85 H -0.2376 -8.3947 -1.3015  O9 0.960
86 H -1.5445 -5.7112 -2.0385  C20 1.090
87 H 4.8982 -2.2220 5.1827  C24 1.090
88 H -4.8963 -2.7670 4.1505  O2 0.960
89 H 2.8899 -3.0340 4.5227  C14 1.090
90 H -1.3651 9.4045 -2.9673  O1 0.960
91 H 4.1912 -0.7900 4.6830  C24 1.090
92 H -7.1402 -0.6945 -2.1408  O8 0.960
93 H 0.1868 3.6805 -6.0138  C37 1.090
94 H 2.6449 -1.7187 2.1367  C19 1.090
95 H 6.1428 -0.1082 3.4299  C18 1.090
96 H -0.4821 -4.4602 -1.4584  C20 1.090
97 H 0.2625 1.3855 -1.2173  C33 1.090
98 H -8.0661 -3.2096 -1.7891  C32 1.090
99 H 6.4847 -0.4438 5.1125  C18 1.090
100 H -1.9691 1.6505 -0.6866  C36 1.090

Summary:
2S+1: 1
total charge: 0
HOMO level: -0.2942 hartree
energy above the lowest of the compared OMol25 structures with the same formula, charge and spin: 507.7 kJ/mol
electronic energy: -51413.254 eV
SMILES string: CC1(C)CCCC(C)(C)N1O.CC1(C)CCCC(C)(C)N1O.OCCO.OCCO.OCCO.OCCO
E_LUMO: 0.245 eV
orbital gap: 8.249 eV

Atom charges from the Mulliken analysis, given in e for atoms 1 to 99: number 1, O, carries -0.535; number 2, O, carries -0.557; number 3, O, carries -0.530; number 4, O, carries -0.497; number 5, O, carries -0.491; number 6, O, carries -0.471; number 7, O, carries -0.500; number 8, O, carries -0.502; number 9, O, carries -0.566; number 10, O, carries -0.454; number 11, N, carries 0.039; number 12, N, carries 0.383; number 13, C, carries -0.228; number 14, C, carries -1.676; number 15, C, carries -0.264; number 16, C, carries -0.363; number 17, C, carries 1.504; number 18, C, carries -0.754; number 19, C, carries -1.500; number 20, C, carries -0.450; number 21, C, carries -1.337; number 22, C, carries -0.161; number 23, C, carries -0.686; number 24, C, carries -1.418; number 25, C, carries -0.263; number 26, C, carries -0.528; number 27, C, carries 1.576; number 28, C, carries 1.569; number 29, C, carries -1.587; number 30, C, carries -1.692; number 31, C, carries 1.291; number 32, C, carries -0.439; number 33, C, carries -0.967; number 34, C, carries -1.130; number 35, C, carries -1.777; number 36, C, carries -1.738; number 37, C, carries -1.906; number 38, C, carries -1.773; number 39, H, carries 0.375; number 40, H, carries 0.303; number 41, H, carries 0.345; number 42, H, carries 0.439; number 43, H, carries 0.358; number 44, H, carries 0.354; number 45, H, carries 0.328; number 46, H, carries 0.270; number 47, H, carries 0.366; number 48, H, carries 0.139; number 49, H, carries 0.286; number 50, H, carries 0.369; number 51, H, carries 0.382; number 52, H, carries 0.343; number 53, H, carries 0.378; number 54, H, carries 0.354; number 55, H, carries 0.277; number 56, H, carries 0.304; number 57, H, carries 0.447; number 58, H, carries 0.296; number 59, H, carries 0.328; number 60, H, carries 0.370; number 61, H, carries 0.297; number 62, H, carries 0.379; number 63, H, carries 0.267; number 64, H, carries 0.549; number 65, H, carries 0.425; number 66, H, carries 0.289; number 67, H, carries 0.303; number 68, H, carries 0.320; number 69, H, carries 0.332; number 70, H, carries 0.292; number 71, H, carries 0.249; number 72, H, carries 0.367; number 73, H, carries 0.298; number 74, H, carries 0.247; number 75, H, carries 0.381; number 76, H, carries 0.285; number 77, H, carries 0.379; number 78, H, carries 0.234; number 79, H, carries 0.353; number 80, H, carries 0.363; number 81, H, carries 0.348; number 82, H, carries 0.345; number 83, H, carries 0.425; number 84, H, carries 0.424; number 85, H, carries 0.324; number 86, H, carries 0.287; number 87, H, carries 0.443; number 88, H, carries 0.308; number 89, H, carries 0.456; number 90, H, carries 0.309; number 91, H, carries 0.519; number 92, H, carries 0.306; number 93, H, carries 0.423; number 94, H, carries 0.424; number 95, H, carries 0.292; number 96, H, carries 0.294; number 97, H, carries 0.346; number 98, H, carries 0.226; number 99, H, carries 0.396